No. 1
The following is a DFT calculation (the ωB97M-V functional and the def2-TZVPD basis) of a molecular structure, C14H29AsCl26F6NiO.

Each line ends with the Löwdin charge.
Cartesian coordinates (Å):
Ni  -1.56844  -0.26005  -2.97558  0.5254
C  0.37995  -0.34650  -0.18873  -0.2622
O  -0.21201  -0.08480  -1.43817  -0.4214
H  0.17628  0.43890  0.53912  0.0425
H  0.01223  -1.25201  0.29391  0.0484
H  1.44941  -0.52781  -0.08156  0.0400
As  -3.47364  -0.67948  -5.28180  0.9456
F  -4.48763  -1.20536  -3.96293  -0.2662
F  -4.05861  -2.05009  -6.30371  -0.2550
F  -2.31009  -0.15401  -6.54098  -0.2643
F  -2.82803  0.55640  -4.16818  -0.3482
F  -2.08660  -1.60143  -4.49881  -0.3785
F  -4.69696  0.44876  -5.96298  -0.2480
C  -1.51367  3.28657  -0.92227  -1.0417
Cl  -2.55168  2.25802  -1.88595  0.5868
Cl  -0.86493  4.56997  -1.94414  0.5137
H  -2.04497  3.71449  -0.07214  0.0293
H  -0.66098  2.69393  -0.59092  -0.0330
C  -4.04484  -0.21953  0.45054  -0.9740
Cl  -3.01245  1.02126  1.24524  0.5543
Cl  -3.40285  -0.83616  -1.05943  0.6084
H  -4.10578  -1.03243  1.17413  -0.0665
H  -5.04675  0.18612  0.31011  0.0348
C  4.33769  2.32293  2.72798  -1.0361
Cl  4.91793  1.20884  1.44178  0.5187
Cl  5.10753  2.11850  4.32394  0.4993
H  4.52430  3.37761  2.52569  0.0195
H  3.26536  2.23872  2.90433  -0.0857
C  1.49888  5.38421  1.28687  -0.9537
Cl  0.13854  6.06491  2.23875  0.4929
Cl  1.27418  3.63894  1.10878  0.5413
H  1.34075  5.83807  0.30855  0.0154
H  2.48272  5.56902  1.71816  0.0309
C  -0.59674  0.68324  3.91640  -0.9963
Cl  -0.95125  0.45563  5.63541  0.5373
Cl  1.18209  0.81879  3.68505  0.5040
H  -0.95632  -0.07584  3.22170  -0.0171
H  -1.03836  1.64214  3.64515  0.0017
C  2.89048  1.71788  -2.03118  -1.0007
Cl  1.77170  2.68730  -3.05439  0.4688
Cl  4.41467  1.36383  -2.84310  0.4990
H  3.09500  2.25547  -1.10529  -0.0070
H  2.47602  0.73735  -1.79692  -0.0178
C  -0.32761  -3.52165  2.53804  -0.9822
Cl  -0.22398  -4.41398  1.00805  0.5627
Cl  -1.97445  -2.91633  2.86779  0.5002
H  -0.06054  -4.20115  3.34740  0.0346
H  0.30397  -2.63426  2.49614  -0.0480
C  0.47861  4.00587  5.31033  -1.0358
Cl  2.16120  4.25154  4.81617  0.5171
Cl  -0.40313  5.50706  5.63945  0.5131
H  0.04510  3.38797  4.52397  -0.0190
H  0.51527  3.36932  6.19439  0.0223
C  4.23636  -1.97978  3.61048  -0.8995
Cl  5.58008  -2.93919  2.80768  0.4661
Cl  2.84446  -1.85839  2.48036  0.5087
H  4.00359  -2.40892  4.58503  0.0400
H  4.57344  -0.95235  3.74781  -0.0156
C  -5.92279  -3.69057  1.05949  -0.9595
Cl  -6.38940  -2.12983  1.70977  0.5711
Cl  -4.20134  -3.71443  0.56250  0.4941
H  -6.09721  -4.46795  1.80337  0.0331
H  -6.61537  -3.91924  0.24946  0.0375
C  -1.58154  -4.56222  -2.16924  -0.9500
Cl  -0.48093  -3.28759  -2.72808  0.5575
Cl  -3.25754  -4.25558  -2.80914  0.4818
H  -1.23596  -5.53642  -2.51509  0.0363
H  -1.61312  -4.52160  -1.08046  -0.0693
C  3.80086  -2.72521  -0.86687  -1.0291
Cl  3.53108  -2.08015  -2.48574  0.5135
Cl  4.20801  -4.48155  -0.88446  0.4861
H  4.61754  -2.13700  -0.44837  0.0160
H  2.93084  -2.42954  -0.28057  -0.0278
C  1.26732  0.35808  -6.31684  -0.9274
Cl  2.16437  1.87893  -6.36496  0.5254
Cl  0.38115  0.13797  -4.77303  0.5879
H  0.56818  0.37142  -7.15299  0.0330
H  1.95129  -0.47582  -6.47462  0.0406

2S+1	3
M	1382.77	g/mol
HOMO-LUMO gap (spin up / spin down)	9.319 / 7.203	eV
LUMO level (spin up / spin down)	-0.26 / -2.12	eV
E_HOMO (spin up / spin down)	-9.581 / -9.326	eV



No. 2
The following is a DFT calculation (the ωB97M-V functional and the def2-TZVPD basis) of a molecular structure, C14H29AuNO7P2Si2.

Each line ends with the Löwdin charge.
Cartesian coordinates (Å):
Au  0.32445  0.43696  -0.58614  1.1741
C  -0.52490  -2.19465  2.48599  -0.1606
Si  -0.11884  -0.60277  3.38006  0.4786
C  -1.20341  -0.43015  4.89615  -0.1653
C  1.69738  -0.61034  3.84281  -0.1544
C  -0.45931  0.87073  2.23669  -0.2097
C  0.61887  1.80754  1.96264  -0.3655
C  1.15783  2.68973  2.90417  -0.0066
C  2.16874  3.55205  2.53617  -0.0160
C  2.66279  3.52685  1.23332  -0.0302
C  2.11392  2.63392  0.34591  -0.0848
N  1.11444  1.81193  0.70964  -0.0653
Si  -2.15136  1.30379  1.52945  0.4528
C  -2.99833  2.41827  2.76813  -0.1550
C  -1.96791  2.28534  -0.07465  -0.1825
C  -3.14730  -0.23709  1.19064  -0.1656
H  -0.07564  -3.02723  3.03349  0.0466
H  -0.09992  -2.20359  1.47968  0.0047
H  -1.59451  -2.38826  2.41799  0.0292
H  -1.04496  -1.29243  5.54808  0.0420
H  -2.26561  -0.39812  4.64664  0.0280
H  -0.96702  0.46538  5.47439  0.0377
H  1.84485  -1.21812  4.73786  0.0430
H  2.11767  0.37434  4.04853  0.0255
H  2.28258  -1.05720  3.03605  0.0243
H  0.76282  2.68804  3.91066  0.1313
H  2.57971  4.23983  3.26302  0.1245
H  3.46095  4.17952  0.91334  0.1187
H  2.45493  2.55092  -0.67721  0.1248
H  -2.40409  3.31086  2.97419  0.0389
H  -3.17537  1.90765  3.71561  0.0324
H  -3.96452  2.74734  2.37969  0.0441
H  -1.35099  3.17857  0.03196  0.0396
H  -2.97452  2.61046  -0.35798  0.0537
H  -1.62790  1.75527  -0.98261  0.0045
H  -3.43028  -0.75543  2.10790  0.0358
H  -2.62054  -0.94597  0.54891  0.0267
H  -4.07038  0.04520  0.67843  0.0453
C  2.14812  -3.57372  -3.11460  -0.0382
C  1.39048  -2.69204  -2.12944  -0.5994
O  0.46782  -3.49893  -1.41908  -0.0229
P  2.51581  -1.92398  -0.91028  0.4938
O  3.28046  -3.09720  -0.21496  -0.0419
O  3.60550  -1.10681  -1.67888  -0.0921
O  1.72420  -1.12341  0.10958  -0.3564
P  0.56384  -1.26102  -2.92711  0.3479
O  -0.10858  -1.87572  -4.20926  -0.0648
O  1.56687  -0.17826  -3.14952  -0.3138
O  -0.55690  -0.85691  -1.92360  -0.4176
H  2.66650  -4.36565  -2.57575  0.0953
H  2.87428  -3.00182  -3.69151  0.0973
H  1.42861  -4.02534  -3.79458  0.0948
H  -0.24458  -2.93524  -1.08519  0.0805
H  3.41526  -3.03084  0.73734  0.1139
H  3.14818  -0.56736  -2.37679  0.0668
H  -0.78700  -1.34389  -4.64289  0.1115

2S+1	3
M	638.47	g/mol
HOMO-LUMO gap (spin up / spin down)	8.759 / 6.688	eV
total charge	+1
LUMO level (spin up / spin down)	-2.91 / -5.84	eV
E_HOMO (spin up / spin down)	-11.669 / -12.532	eV



No. 3
The following is a DFT calculation (the ωB97M-V functional and the def2-TZVPD basis) of a molecular structure, C14H29BCrF4O13.

Each line ends with the Löwdin charge.
Cartesian coordinates (Å):
Cr  -0.58807  -0.33876  -0.12382  0.8826
C  2.92103  -0.72539  2.33422  -0.0817
C  2.41002  -1.11625  0.92985  -0.4260
O  1.04811  -1.18968  0.77550  -0.3534
H  2.13849  -0.55597  3.08056  0.0585
H  3.75448  -0.03707  2.46434  0.0576
H  3.28846  -1.67819  2.74271  0.0572
H  2.86341  -2.09827  0.72717  0.0950
H  2.84543  -0.44733  0.16568  0.0779
B  -3.20748  -0.17319  -0.24065  -1.2490
F  -4.37585  0.45743  0.20249  0.1367
F  -2.51978  -0.92396  0.75186  0.0896
F  -3.47979  -0.97566  -1.34060  0.1493
F  -2.32836  0.85872  -0.61506  0.1042
C  -1.83056  0.58696  -4.21303  -0.0013
O  -0.52648  0.03809  -4.42464  0.0320
C  0.11186  -0.39739  -3.36337  -0.6170
O  -0.36073  -0.42810  -2.26361  0.0777
O  1.34527  -0.65265  -3.69446  0.0408
C  2.32474  -1.01140  -2.73346  -0.0038
H  -1.81749  1.55719  -3.72107  0.0994
H  -2.37080  -0.10965  -3.56727  0.0929
H  -2.37334  0.62354  -5.15184  0.0980
H  2.47691  -0.17547  -2.05150  0.0849
H  3.23268  -1.40573  -3.17701  0.1009
H  1.95113  -1.84099  -2.12266  0.1077
C  3.15647  3.64452  0.66630  -0.0114
O  2.23876  2.55452  0.57270  0.0365
C  1.47631  2.40167  -0.47735  -0.5852
O  0.79115  1.42622  -0.66652  0.0844
O  1.59362  3.35590  -1.38371  0.0027
C  0.84155  3.25389  -2.59754  0.0068
H  2.66478  4.54316  0.29997  0.0983
H  4.09554  3.46218  0.14736  0.1012
H  3.38891  3.77505  1.72017  0.0956
H  0.83132  2.29357  -3.10967  0.0882
H  1.30148  3.96780  -3.27416  0.1012
H  -0.18071  3.51264  -2.32639  0.1094
C  -0.88498  -3.69699  1.83808  -0.0341
O  -1.80131  -4.26636  0.90942  0.0259
C  -1.86785  -3.66587  -0.28488  -0.5983
O  -1.22252  -2.70759  -0.58670  0.0979
O  -2.72451  -4.33932  -1.01289  0.0324
C  -2.87008  -4.04482  -2.39172  -0.0249
H  -0.36869  -4.56772  2.24825  0.0961
H  -1.41359  -3.29825  2.71139  0.0893
H  -0.21574  -2.90456  1.50065  0.0668
H  -1.91497  -4.14700  -2.90483  0.1008
H  -3.35176  -3.08557  -2.58120  0.0881
H  -3.57213  -4.79755  -2.74985  0.0951
C  0.18566  3.49849  3.91361  -0.0341
O  -0.14548  2.90564  2.66919  0.0348
C  -0.52278  1.64701  2.58284  -0.5644
O  -0.72470  1.09094  1.54199  0.0999
O  -0.88283  1.15457  3.75816  0.0084
C  -1.36367  -0.18264  3.82672  -0.0059
H  0.36399  4.54846  3.69189  0.0964
H  1.14639  3.11811  4.27289  0.1007
H  -0.52605  3.37552  4.72461  0.0971
H  -1.47769  -0.63119  4.80889  0.0998
H  -0.67517  -0.85307  3.30276  0.0885
H  -2.30201  -0.18215  3.26923  0.1049

energy relative to the best compared isomer or geometry (same formula, charge and spin)	8.88	kcal/mol
2S+1	5
M	544.17	g/mol
HOMO-LUMO gap (spin up / spin down)	7.946 / 8.365	eV
LUMO level (spin up / spin down)	0.39 / 0.39	eV
E_HOMO (spin up / spin down)	-7.558 / -7.978	eV



No. 4
The following is a DFT calculation (the ωB97M-V functional and the def2-TZVPD basis) of a molecular structure, C14H29Br15O9S3.

Each line ends with the Löwdin charge.
Cartesian coordinates (Å):
O  -1.41512  -1.73185  0.64188  -0.4976
S  -1.37815  -2.34316  -0.64920  0.7035
O  -1.84053  -3.73523  -0.86389  -0.4123
O  -2.19000  -1.37411  -1.69748  -0.3199
C  -2.09772  0.00287  -1.62525  -0.3935
C  -3.23756  0.56986  -2.51718  -0.1067
C  0.25334  -2.06557  -1.40546  -0.2259
H  -1.12995  0.25654  -2.05787  0.0544
H  -2.03746  0.22018  -0.55882  0.0554
H  -3.29545  1.60656  -2.18549  -0.0816
H  -4.13974  0.00613  -2.27969  0.0273
H  -3.11265  0.54124  -3.59961  0.0650
H  0.00689  -2.27037  -2.44730  0.0492
H  0.96170  -2.84449  -1.12336  -0.1029
H  0.52134  -1.01884  -1.26179  0.0223
O  -1.09042  0.81860  1.82982  -0.6529
S  0.00893  0.21381  1.07714  0.7842
O  -0.00951  0.04033  -0.41264  -0.5465
O  1.48458  0.83660  1.42162  -0.4280
C  1.65321  1.66111  2.57385  -0.5406
C  2.12285  3.01063  2.02348  -0.1067
C  0.33401  -1.43431  1.84776  -0.3161
H  2.26714  1.18787  3.34016  -0.0369
H  0.73577  1.83703  3.13551  -0.0825
H  3.18833  3.22105  2.11603  0.0696
H  1.66240  3.76800  2.65789  0.0674
H  1.91033  3.08620  0.95708  -0.0351
H  1.17795  -1.82923  1.28215  -0.2146
H  -0.54784  -2.06742  1.74970  0.0231
H  0.43432  -1.31527  2.92659  -0.1000
O  -0.45526  -2.30664  -4.50766  -0.2653
S  -0.27976  -0.85743  -4.39308  0.7246
O  -1.40565  0.02508  -4.31645  -0.2803
O  0.72550  -0.62319  -3.05498  -0.3435
C  0.81526  0.74034  -2.54460  -0.3673
C  2.09987  1.36613  -3.05265  -0.0464
C  0.87946  -0.32390  -5.69269  -0.1098
H  0.81909  0.63213  -1.46000  -0.0056
H  -0.11450  1.29072  -2.68853  0.0793
H  2.90021  0.78191  -2.59851  0.0930
H  2.24409  2.42703  -2.84818  0.0688
H  2.06899  1.27174  -4.13811  0.0494
H  0.98044  0.74490  -5.88130  0.0692
H  0.46110  -0.75260  -6.60335  0.0668
H  1.85658  -0.76320  -5.49179  0.0766
C  -1.27281  2.41748  5.17971  -1.3849
Br  -2.23058  1.42083  6.67102  0.4954
Br  -2.21792  2.02235  3.51652  0.6024
Br  0.57521  1.94794  5.09093  0.7732
H  -1.32112  3.50202  5.27739  -0.0146
C  -1.26630  3.30770  0.46859  -1.3697
Br  0.31480  2.85951  -0.60327  0.9013
Br  -2.68955  3.13012  -0.87414  0.7122
Br  -1.17674  5.12781  1.36465  0.5579
H  -1.22318  2.50363  1.20325  -0.1230
C  1.42259  -4.59555  0.71209  -1.3190
Br  0.45749  -4.89924  2.37040  0.6677
Br  2.24207  -2.79834  0.50293  0.7550
Br  0.34868  -5.15341  -0.83306  0.8082
H  2.26589  -5.28394  0.76746  -0.0260
C  -3.33319  -0.18628  1.47433  -1.3780
Br  -4.36886  -1.03484  0.04891  0.8422
Br  -3.65642  -1.10072  3.16955  0.6327
Br  -3.77079  1.75082  1.66540  0.6101
H  -2.26033  -0.28982  1.31202  -0.0836
C  3.75678  -1.45330  3.29012  -1.2382
Br  4.00042  0.13565  2.06002  0.7655
Br  4.16294  -3.14278  2.31392  0.5342
Br  1.94139  -1.32020  4.14685  0.7695
H  4.50311  -1.37520  4.08068  -0.0211

M	1636.14	g/mol
HOMO-LUMO gap	7.724	eV
LUMO level	-1.11	eV
E_HOMO	-8.835	eV